{"formula": "C16H26N4O2SSiTi", "method": "ωB97M-V with the def2-TZVPD basis set", "symbols": ["Ti", "C", "Si", "C", "C", "C", "C", "C", "C", "N", "C", "S", "H", "H", "H", "H", "H", "H", "H", "H", "H", "H", "H", "H", "N", "C", "C", "C", "O", "O", "H", "H", "H", "H", "H", "H", "C", "C", "C", "C", "N", "N", "C", "H", "H", "H", "H", "H", "H", "H", "H"], "coordinates": [[1.043, 0.368, -0.899], [-1.651, -3.916, 3.970], [-1.281, -3.466, 2.202], [-2.868, -3.168, 1.275], [-0.250, -4.798, 1.416], [-0.311, -1.826, 2.246], [-0.042, -1.183, 3.448], [0.632, 0.039, 3.511], [1.024, 0.620, 2.333], [0.795, 0.020, 1.155], [0.174, -1.169, 1.107], [0.045, -1.787, -0.564], [-2.218, -4.850, 3.991], [-2.257, -3.159, 4.474], [-0.745, -4.078, 4.558], [-3.522, -4.040, 1.353], [-2.688, -2.978, 0.216], [-3.406, -2.313, 1.692], [-0.741, -5.766, 1.545], [0.735, -4.863, 1.883], [-0.107, -4.632, 0.348], [-0.367, -1.634, 4.379], [0.839, 0.521, 4.455], [1.541, 1.570, 2.298], [0.891, 0.196, -3.184], [2.164, 0.488, -3.913], [3.387, -0.074, -3.191], [3.743, 0.789, -2.004], [4.635, 1.578, -1.963], [2.857, 0.667, -0.964], [0.641, -0.774, -3.359], [0.149, 0.746, -3.607], [2.250, 1.571, -3.999], [2.113, 0.084, -4.924], [4.235, -0.077, -3.873], [3.199, -1.101, -2.870], [-0.055, 5.820, -1.014], [-0.444, 4.382, -0.990], [-1.672, 3.751, -1.013], [-1.406, 2.376, -0.963], [-0.090, 2.172, -0.915], [0.477, 3.405, -0.934], [-2.402, 1.266, -0.935], [-0.942, 6.448, -1.015], [0.526, 6.052, -1.907], [0.541, 6.077, -0.138], [-2.639, 4.221, -1.053], [1.479, 3.496, -0.878], [-3.407, 1.679, -0.980], [-2.318, 0.671, -0.024], [-2.285, 0.581, -1.776]], "relative_energy_kj_mol": 7.0, "charge": 1, "multiplicity": 2}